A single C19H22N2O3S molecule at a distorted geometry, computed with ωB97M-V/def2-TZVPD.

The total charge is 0. As for the frontier orbital gap: 0.33150 Ha. As for the total energy: -40018.594 eV. As for the energy relative to the best compared isomer or geometry (same formula, charge and spin): 30.02 kcal/mol. Its SMILES is CN(CC(=O)Nc1cccc2c1CCCC2)S(=O)(=O)c1ccccc1. For the HOMO energy, the calculation gives -8.67 eV.

Geometry as XYZ:
```
47
C19H22N2O3S ωB97M-V/def2-TZVPD
C -3.9019 -2.3808 -0.3461
N -3.1828 -1.2389 0.1726
C -2.4760 -1.4250 1.4185
C -0.9519 -1.5231 1.2527
O -0.2362 -1.8586 2.1694
N -0.5462 -1.1866 0.0088
C 0.7576 -1.0985 -0.5192
C 0.9719 -1.6796 -1.7637
C 2.2170 -1.6129 -2.3558
C 3.2446 -0.9614 -1.7017
C 3.0373 -0.3513 -0.4707
C 1.7789 -0.3973 0.1303
C 1.5098 0.3022 1.4298
C 2.5625 1.3533 1.7570
C 3.9448 0.7317 1.6208
C 4.1892 0.3871 0.1576
S -3.9151 0.2766 0.0051
O -4.4412 0.7347 1.2586
O -4.7837 0.2029 -1.1309
C -2.4710 1.2487 -0.4113
C -1.9139 1.0882 -1.6665
C -0.7449 1.7603 -1.9797
C -0.1555 2.5907 -1.0387
C -0.7350 2.7623 0.2081
C -1.9002 2.0823 0.5283
H -3.1928 -3.1501 -0.6565
H -4.5903 -2.8043 0.3922
H -4.4739 -2.0381 -1.2049
H -2.6805 -0.5674 2.0677
H -2.8232 -2.3179 1.9477
H -1.2989 -1.1350 -0.6689
H 0.1569 -2.1909 -2.2557
H 2.3859 -2.0720 -3.3181
H 4.2247 -0.9125 -2.1540
H 0.5171 0.7590 1.3910
H 1.4798 -0.4455 2.2279
H 2.4048 1.7250 2.7707
H 2.4738 2.1974 1.0685
H 4.7175 1.4176 1.9735
H 3.9925 -0.1741 2.2277
H 5.0970 -0.2123 0.0559
H 4.3504 1.3114 -0.4081
H -2.4103 0.4482 -2.3794
H -0.2924 1.6361 -2.9513
H 0.7591 3.1097 -1.2824
H -0.2786 3.4187 0.9334
H -2.3765 2.1902 1.4901
```

How positive or negative is each atom? The natural (NBO) charges in e answer that: atom 1 (C): -0.42, atom 2 (N): -0.70, atom 3 (C): -0.34, atom 4 (C): 0.68, atom 5 (O): -0.61, atom 6 (N): -0.64, atom 7 (C): 0.13, atom 8 (C): -0.23, atom 9 (C): -0.21, atom 10 (C): -0.21, atom 11 (C): -0.02, atom 12 (C): 0.05, atom 13 (C): -0.46, atom 14 (C): -0.39, atom 15 (C): -0.39, atom 16 (C): -0.42, atom 17 (S): 2.32, atom 18 (O): -0.93, atom 19 (O): -0.93, atom 20 (C): -0.33, atom 21 (C): -0.21, atom 22 (C): -0.22, atom 23 (C): -0.13, atom 24 (C): -0.23, atom 25 (C): -0.19, atom 26 (H): 0.20, atom 27 (H): 0.19, atom 28 (H): 0.24, atom 29 (H): 0.25, atom 30 (H): 0.23, atom 31 (H): 0.43, atom 32 (H): 0.21, atom 33 (H): 0.21, atom 34 (H): 0.21, atom 35 (H): 0.22, atom 36 (H): 0.25, atom 37 (H): 0.21, atom 38 (H): 0.19, atom 39 (H): 0.21, atom 40 (H): 0.20, atom 41 (H): 0.22, atom 42 (H): 0.21, atom 43 (H): 0.24, atom 44 (H): 0.23, atom 45 (H): 0.21, atom 46 (H): 0.23, atom 47 (H): 0.24



5 unconnected molecules or ions with the total composition C4H19N2O5 at a distorted geometry, computed with ωB97M-V/def2-TZVPD.

The total charge is +1. As for the frontier orbital gap: 0.37101 Ha. As for the total energy: -17666.861 eV. As for the energy relative to the best compared isomer or geometry (same formula, charge and spin): 57.76 kcal/mol. For the HOMO energy, the calculation gives -12.94 eV.

Geometry as XYZ:
```
30
C4H19N2O5 ωB97M-V/def2-TZVPD
N -0.4782 0.1662 -0.5175
C -1.4611 0.0650 0.6909
C -1.1725 -1.2349 1.3395
C -1.6017 -2.4338 0.3527
O -2.0338 -2.2751 -0.7093
C -1.2371 1.4048 1.5135
N -1.4559 2.4689 0.5727
H -0.6786 -0.5042 -1.1706
H 0.5288 -0.0307 -0.3706
H -0.5490 1.1495 -0.9851
H -2.5196 0.0267 0.3103
H -0.2233 -1.4151 1.6115
H -1.5713 -1.3948 2.3708
H -1.3830 -3.4698 0.9785
H -1.8718 1.4505 2.4885
H -0.2300 1.3131 1.9342
H -0.7343 3.1471 0.7041
H -2.3514 2.9905 0.8317
H 2.3260 -1.1420 -0.4043
H 2.0578 -2.7282 -0.3209
O 1.6645 -1.8315 -0.1130
H 2.3388 1.0411 0.0253
H 2.7381 1.2276 -1.5529
O 2.3780 0.5547 -0.9805
H 2.5970 2.7801 1.7040
H 3.0947 1.3150 2.0468
O 2.4104 1.8852 1.6261
H 1.6436 0.1489 -3.1668
H 0.4131 0.2028 -4.0964
O 0.6743 0.2467 -3.1613
```

How positive or negative is each atom? The natural (NBO) charges in e answer that: atom 1 (N): -0.72, atom 2 (C): -0.04, atom 3 (C): -0.57, atom 4 (C): 0.50, atom 5 (O): -0.52, atom 6 (C): -0.25, atom 7 (N): -0.86, atom 8 (H): 0.44, atom 9 (H): 0.47, atom 10 (H): 0.47, atom 11 (H): 0.24, atom 12 (H): 0.25, atom 13 (H): 0.26, atom 14 (H): 0.11, atom 15 (H): 0.22, atom 16 (H): 0.21, atom 17 (H): 0.37, atom 18 (H): 0.39, atom 19 (H): 0.51, atom 20 (H): 0.50, atom 21 (O): -1.01, atom 22 (H): 0.52, atom 23 (H): 0.50, atom 24 (O): -1.03, atom 25 (H): 0.50, atom 26 (H): 0.51, atom 27 (O): -0.96, atom 28 (H): 0.48, atom 29 (H): 0.49, atom 30 (O): -0.96



A molecular structure, C36H57BaBrN4O8P2, computed with ωB97M-V/def2-TZVPD.

The total charge is +2. As for the frontier orbital gap: 0.31244 Ha. As for the total energy: -149910.136 eV. As for the energy relative to the best compared isomer or geometry (same formula, charge and spin): 13.57 kcal/mol. For the HOMO energy, the calculation gives -12.63 eV.

Geometry as XYZ:
```
109
C36H57BaBrN4O8P2 ωB97M-V/def2-TZVPD
Ba -0.7387 -0.3159 0.1665
C -4.7933 -1.5236 -0.8625
C -3.9370 -1.9565 -1.8683
C -2.8074 -2.6999 -1.5495
C -2.5497 -3.0355 -0.2234
C -3.4120 -2.6072 0.7817
C -4.5272 -1.8413 0.4633
H -5.6816 -0.9579 -1.1137
H -4.1596 -1.7309 -2.9042
H -2.1419 -3.0393 -2.3315
H -1.6939 -3.6583 0.0156
H -3.2341 -2.8944 1.8095
H -5.2039 -1.5202 1.2442
C -0.7702 -2.5321 3.2492
O -1.2313 -1.2520 2.7973
C -1.6520 -0.3591 3.7552
C -1.4631 -0.5305 5.1147
C -1.8712 0.4731 5.9906
Br -1.5791 0.2525 7.8377
C -2.4731 1.6214 5.5242
C -2.6930 1.7755 4.1531
C -2.2742 0.7930 3.2701
O -2.4124 0.9210 1.9237
C -3.3921 2.9206 3.5788
N -3.4015 3.1610 2.2818
C -4.1980 4.2893 2.1156
C -4.5608 4.9864 0.9634
C -5.3705 6.0920 1.1117
C -5.8204 6.5087 2.3753
C -5.4703 5.8317 3.5245
C -4.6500 4.7208 3.3654
N -4.1190 3.8221 4.2786
H 0.1117 -2.4272 3.8813
H -0.5003 -3.0891 2.3561
H -1.5606 -3.0462 3.7971
H -0.9949 -1.4191 5.5095
H -2.7571 2.3949 6.2229
H -2.8241 1.8270 1.7427
H -4.2177 4.6763 -0.0145
H -5.6688 6.6556 0.2384
H -6.4567 7.3799 2.4470
H -5.8171 6.1530 4.4972
H -4.2520 3.8361 5.2743
N -2.6497 1.1290 -1.3115
C -2.1290 2.2868 -2.0708
C -1.7459 3.4584 -1.1688
C -0.3254 3.4778 -0.6250
N -0.0800 2.4889 0.4566
H -2.8727 0.3895 -1.9745
H -3.5423 1.3706 -0.8888
H -2.8657 2.6304 -2.8009
H -1.2603 1.9426 -2.6398
H -2.4560 3.5259 -0.3368
H -1.8639 4.3785 -1.7447
H -0.1094 4.4876 -0.2679
H 0.3788 3.2689 -1.4348
H -0.6754 2.7354 1.2445
H 0.8704 2.6408 0.7856
C 0.1661 -3.5447 -4.2217
C 1.5072 -2.8962 -4.4826
C 2.5932 -3.8886 -4.8195
O 1.9671 -2.1890 -3.2666
P 1.3545 -0.8538 -2.7412
O -0.0797 -0.8879 -2.3457
C 2.4056 -0.4860 -1.3173
P 2.5257 -1.7077 0.0192
O 1.2059 -2.1852 0.5044
O 3.3313 -0.8285 1.0521
C 3.4504 -1.2132 2.4684
C 2.4186 -0.4268 3.2491
C 4.8691 -0.9104 2.8884
O 3.4147 -2.8894 -0.4625
C 4.8723 -2.8253 -0.6730
C 5.1406 -3.2139 -2.1080
C 5.5085 -3.7615 0.3274
O 1.5413 0.2915 -3.7909
C 2.7116 0.8751 -4.4618
C 3.8399 -0.1105 -4.6716
C 3.1321 2.1127 -3.6986
H -0.1312 -4.1156 -5.1012
H -0.6000 -2.7984 -4.0187
H 0.2401 -4.2288 -3.3749
H 1.4185 -2.1406 -5.2672
H 2.6988 -4.6155 -4.0137
H 3.5512 -3.3948 -4.9778
H 2.3272 -4.4205 -5.7325
H 2.0258 0.4487 -0.8849
H 3.4230 -0.2586 -1.6454
H 3.2473 -2.2850 2.5409
H 2.6139 0.6427 3.1525
H 2.4715 -0.6853 4.3072
H 1.4116 -0.6482 2.8927
H 5.0720 0.1560 2.7857
H 5.5874 -1.4632 2.2843
H 5.0127 -1.1906 3.9317
H 5.1884 -1.7955 -0.4837
H 4.8192 -4.2406 -2.2833
H 6.2088 -3.1456 -2.3136
H 4.6062 -2.5641 -2.7997
H 5.1646 -4.7812 0.1542
H 5.2618 -3.4795 1.3508
H 6.5926 -3.7375 0.2164
H 2.3026 1.1659 -5.4283
H 4.2946 -0.4194 -3.7287
H 4.6138 0.3756 -5.2653
H 3.5107 -0.9949 -5.2134
H 3.5633 1.8573 -2.7285
H 2.2837 2.7797 -3.5494
H 3.8905 2.6500 -4.2675
```

Atomic partial charges in e from the Mulliken method, atoms 1 to 99: atom 1 (Ba): 0.44, atom 2 (C): -0.38, atom 3 (C): -0.79, atom 4 (C): 0.74, atom 5 (C): -1.46, atom 6 (C): 0.21, atom 7 (C): -0.60, atom 8 (H): 0.47, atom 9 (H): 0.50, atom 10 (H): 0.24, atom 11 (H): 0.37, atom 12 (H): 0.44, atom 13 (H): 0.44, atom 14 (C): -1.41, atom 15 (O): 0.97, atom 16 (C): 0.11, atom 17 (C): -0.60, atom 18 (C): -0.83, atom 19 (Br): -0.17, atom 20 (C): -0.76, atom 21 (C): 0.93, atom 22 (C): 0.07, atom 23 (O): 0.38, atom 24 (C): -0.10, atom 25 (N): -0.15, atom 26 (C): 0.74, atom 27 (C): -0.64, atom 28 (C): -0.72, atom 29 (C): -0.53, atom 30 (C): -1.14, atom 31 (C): 0.36, atom 32 (N): -0.02, atom 33 (H): 0.44, atom 34 (H): 0.11, atom 35 (H): 0.51, atom 36 (H): 0.58, atom 37 (H): 0.51, atom 38 (H): 0.20, atom 39 (H): 0.38, atom 40 (H): 0.43, atom 41 (H): 0.41, atom 42 (H): 0.42, atom 43 (H): 0.22, atom 44 (N): 0.06, atom 45 (C): -0.79, atom 46 (C): 0.57, atom 47 (C): -0.87, atom 48 (N): 0.04, atom 49 (H): 0.08, atom 50 (H): 0.17, atom 51 (H): 0.49, atom 52 (H): 0.23, atom 53 (H): -0.87, atom 54 (H): 0.61, atom 55 (H): 0.48, atom 56 (H): 0.16, atom 57 (H): -0.02, atom 58 (H): 0.19, atom 59 (C): -1.31, atom 60 (C): 0.63, atom 61 (C): -1.51, atom 62 (O): 0.36, atom 63 (P): 0.29, atom 64 (O): -0.89, atom 65 (C): -0.54, atom 66 (P): -0.13, atom 67 (O): -0.78, atom 68 (O): 0.00, atom 69 (C): 0.79, atom 70 (C): -1.28, atom 71 (C): -1.65, atom 72 (O): -0.08, atom 73 (C): 0.78, atom 74 (C): -1.13, atom 75 (C): -1.59, atom 76 (O): -0.24, atom 77 (C): 0.39, atom 78 (C): -1.08, atom 79 (C): -1.25, atom 80 (H): 0.49, atom 81 (H): 0.14, atom 82 (H): 0.29, atom 83 (H): 0.37, atom 84 (H): 0.29, atom 85 (H): 0.34, atom 86 (H): 0.49, atom 87 (H): 0.60, atom 88 (H): 0.33, atom 89 (H): 0.45, atom 90 (H): 0.34, atom 91 (H): 0.51, atom 92 (H): 0.03, atom 93 (H): 0.36, atom 94 (H): 0.36, atom 95 (H): 0.43, atom 96 (H): 0.38, atom 97 (H): 0.32, atom 98 (H): 0.47, atom 99 (H): 0.05